one:
{
  "formula": "C3H4INO",
  "method": "ωB97M-V/def2-TZVPD",
  "elements": ["C", "C", "O", "C", "N", "H", "H", "H", "I", "H"],
  "xyz": [[0.47, 0.89, -0.20], [1.68, 0.30, -0.15], [1.53, -0.94, 0.23], [0.18, -1.17, 0.30], [-0.46, -0.07, 0.04], [0.02, 1.89, -0.30], [2.64, 0.82, -0.17], [-0.20, -2.15, 0.58], [-3.72, 0.02, 0.08], [-2.14, 0.40, -0.42]],
  "mulliken_charge": [-0.190, -0.237, -0.311, -0.080, -0.228, 0.360, 0.341, 0.357, -0.236, 0.223],
  "multiplicity": 1,
  "e_homo_ev": -9.1
}



two:
{
  "formula": "C3H4INO",
  "method": "ωB97M-V/def2-TZVPD",
  "elements": ["C", "C", "C", "O", "N", "I", "H", "H", "H", "H"],
  "xyz": [[-1.12, -1.27, 0.85], [-0.01, -0.60, 0.55], [-0.04, 0.48, -0.46], [-1.03, 0.83, -1.07], [1.16, 1.07, -0.66], [1.29, 2.57, -2.02], [-1.13, -2.06, 1.58], [-2.05, -1.02, 0.36], [0.93, -0.82, 1.03], [2.00, 0.81, -0.18]],
  "mulliken_charge": [-0.645, -0.329, 1.023, -0.601, -0.565, 0.146, 0.262, 0.264, 0.198, 0.248],
  "multiplicity": 1,
  "e_homo_ev": -9.3
}



two ends up most stable, edging out the next structure by 9.0 kcal/mol.



one:
{
  "formula": "C2H7O2",
  "method": "ωB97M-V/def2-TZVPD",
  "elements": ["O", "H", "H", "H", "C", "C", "O", "H", "H", "H", "H"],
  "xyz": [[0.74, 1.40, -0.81], [-0.04, 1.96, -0.55], [-0.70, 0.22, 1.89], [1.47, 1.94, -1.12], [-0.98, -0.27, 0.82], [0.15, -0.67, 0.04], [0.22, -1.33, -1.13], [-1.39, -1.25, 0.96], [-1.52, 0.58, 0.26], [1.13, -0.53, 0.64], [0.90, -2.05, -0.99]],
  "mulliken_charge": [-0.566, 0.309, 0.329, 0.311, -0.859, 0.409, -0.348, 0.300, 0.343, 0.335, 0.437],
  "multiplicity": 1,
  "e_homo_ev": -16.9,
  "total_charge": 1
}



two:
{
  "formula": "C2H7O2",
  "method": "ωB97M-V/def2-TZVPD",
  "elements": ["O", "H", "H", "H", "C", "C", "O", "H", "H", "H", "H"],
  "xyz": [[-2.08, 0.02, -1.63], [-3.00, -0.21, -1.82], [1.76, -1.52, 1.01], [-1.81, 0.54, -2.39], [1.68, -0.44, 1.06], [0.38, 0.04, 0.68], [0.14, 0.84, -0.28], [2.53, -0.01, 0.53], [1.75, -0.10, 2.10], [-0.51, -0.01, 1.31], [-0.81, 0.84, -0.56]],
  "mulliken_charge": [-0.689, 0.332, 0.353, 0.340, -0.931, 0.386, -0.244, 0.321, 0.309, 0.356, 0.467],
  "multiplicity": 1,
  "e_homo_ev": -16.7,
  "total_charge": 1
}



two ends up most stable, edging out the next structure by 29.9 kcal/mol.



one:
{
  "formula": "C6H13N",
  "method": "ωB97M-V/def2-TZVPD",
  "elements": ["C", "C", "C", "N", "C", "C", "C", "H", "H", "H", "H", "H", "H", "H", "H", "H", "H", "H", "H", "H"],
  "xyz": [[-2.23, 0.32, 1.72], [-0.81, 0.49, 1.17], [-0.77, 0.24, -0.33], [0.48, 0.69, -0.96], [0.62, 0.16, -2.35], [1.78, 0.30, -0.65], [2.04, -1.05, -0.02], [-2.64, -0.66, 1.48], [-2.90, 1.08, 1.31], [-2.24, 0.43, 2.81], [-0.44, 1.50, 1.39], [-0.13, -0.21, 1.66], [-1.58, 0.82, -0.81], [-0.99, -0.82, -0.54], [1.16, 0.84, -3.00], [-0.38, -0.05, -2.74], [1.12, -0.82, -2.31], [2.60, -1.61, -0.80], [2.80, -0.91, 0.75], [1.24, -1.72, 0.32]],
  "mulliken_charge": [-1.278, -0.204, -0.775, 0.133, -0.962, -0.354, -0.940, 0.319, 0.316, 0.364, 0.312, 0.265, 0.452, 0.339, 0.290, 0.382, 0.330, 0.377, 0.312, 0.322],
  "multiplicity": 1,
  "e_homo_ev": -7.4
}



two:
{
  "formula": "C6H13N",
  "method": "ωB97M-V/def2-TZVPD",
  "elements": ["C", "C", "C", "N", "C", "C", "C", "H", "H", "H", "H", "H", "H", "H", "H", "H", "H", "H", "H", "H"],
  "xyz": [[-2.41, -1.60, 0.08], [-1.47, -0.52, -0.46], [-0.03, -0.96, -0.76], [0.84, 0.21, -0.69], [2.26, 0.03, -0.44], [1.34, 0.53, 0.63], [1.24, 1.97, 1.07], [-1.96, -2.16, 0.91], [-2.72, -2.32, -0.68], [-3.33, -1.14, 0.48], [-1.89, -0.06, -1.36], [-1.42, 0.27, 0.30], [0.06, -1.39, -1.77], [0.29, -1.74, -0.04], [2.92, 0.72, -0.96], [2.65, -0.98, -0.32], [1.12, -0.21, 1.40], [1.93, 2.19, 1.89], [1.45, 2.64, 0.24], [0.22, 2.17, 1.42]],
  "mulliken_charge": [-1.244, -0.037, -0.667, -0.312, -0.476, 0.246, -1.352, 0.333, 0.305, 0.354, 0.282, 0.103, 0.332, 0.345, 0.242, 0.275, 0.324, 0.352, 0.325, 0.268],
  "multiplicity": 1,
  "e_homo_ev": -9.1
}



two ends up most stable, edging out the next structure by 71.3 kcal/mol.



one:
{
  "formula": "C6H13N",
  "method": "ωB97M-V/def2-TZVPD",
  "elements": ["C", "C", "C", "C", "N", "H", "H", "H", "H", "H", "H", "H", "H", "H", "C", "C", "H", "H", "H", "H"],
  "xyz": [[-2.52, 0.30, -1.17], [-1.13, -0.12, -0.88], [-0.65, -1.05, -0.12], [0.95, -1.41, -0.05], [1.37, -1.86, 1.26], [-3.21, -0.10, -0.43], [-2.61, 1.39, -1.19], [-2.83, -0.06, -2.16], [-0.33, 0.79, -1.07], [-1.18, -1.67, 0.58], [0.93, -2.30, -0.69], [1.61, -0.74, -0.61], [2.27, -2.34, 1.22], [1.44, -1.09, 1.91], [1.19, 1.33, 1.08], [0.71, 1.97, -0.01], [2.21, 0.98, 1.14], [0.57, 1.17, 1.95], [-0.18, 2.58, 0.07], [1.39, 2.25, -0.81]],
  "mulliken_charge": [-1.132, 0.326, -0.412, -0.620, -0.613, 0.333, 0.304, 0.261, 0.018, 0.327, 0.408, 0.353, 0.229, 0.213, -0.600, -0.682, 0.326, 0.271, 0.383, 0.305],
  "multiplicity": 1,
  "e_homo_ev": -8.9
}



two:
{
  "formula": "C6H13N",
  "method": "ωB97M-V/def2-TZVPD",
  "elements": ["C", "C", "C", "C", "C", "C", "N", "H", "H", "H", "H", "H", "H", "H", "H", "H", "H", "H", "H", "H"],
  "xyz": [[0.98, -3.11, -0.28], [0.59, -2.06, -0.99], [-0.46, -1.07, -0.55], [-0.15, 0.43, -0.71], [-0.45, 1.23, 0.55], [-0.52, 2.73, 0.25], [0.62, 1.01, 1.54], [1.38, -3.99, -0.77], [0.88, -3.14, 0.80], [0.83, -2.02, -2.05], [-1.34, -1.36, -1.13], [-0.79, -1.32, 0.47], [-0.90, 0.79, -1.42], [0.88, 0.60, -1.01], [-1.44, 0.95, 0.91], [-0.83, 2.98, -0.76], [-1.12, 3.22, 1.02], [0.47, 3.19, 0.31], [0.30, 0.83, 2.48], [1.06, 0.12, 1.34]],
  "mulliken_charge": [-0.757, -0.124, -0.777, -0.850, 0.511, -1.437, -0.721, 0.252, 0.251, 0.280, 0.381, 0.408, 0.332, 0.430, 0.289, 0.354, 0.330, 0.361, 0.241, 0.245],
  "multiplicity": 1,
  "e_homo_ev": -9.4
}



two ends up most stable, edging out the next structure by 44.8 kcal/mol.



one:
{
  "formula": "C6H13N",
  "method": "ωB97M-V/def2-TZVPD",
  "elements": ["C", "C", "C", "N", "C", "C", "C", "H", "H", "H", "H", "H", "H", "H", "H", "H", "H", "H", "H", "H"],
  "xyz": [[0.23, 1.70, -1.47], [1.14, 0.82, -0.65], [0.94, -0.62, -1.07], [0.64, 0.15, 1.70], [-0.43, -0.55, 0.95], [-0.31, -1.03, -0.39], [-1.72, -0.93, 1.69], [0.55, 1.73, -2.56], [0.04, 2.77, -1.26], [-0.82, 1.29, -1.36], [0.97, 0.80, 0.64], [2.23, 1.14, -0.70], [0.98, -0.69, -2.18], [1.92, -1.18, -0.74], [1.24, -0.68, 1.91], [-0.81, 0.33, 0.33], [-0.76, -2.05, -0.57], [-1.93, -1.98, 1.72], [-1.55, -0.59, 2.81], [-2.56, -0.43, 1.19]],
  "mulliken_charge": [-1.082, -0.431, -0.385, -0.780, 1.026, -0.771, -1.199, 0.288, 0.308, 0.221, 0.369, 0.403, 0.376, 0.207, 0.275, -0.176, 0.360, 0.366, 0.286, 0.338],
  "multiplicity": 1,
  "e_homo_ev": -6.5
}



two:
{
  "formula": "C6H13N",
  "method": "ωB97M-V/def2-TZVPD",
  "elements": ["C", "C", "C", "C", "C", "C", "N", "H", "H", "H", "H", "H", "H", "H", "H", "H", "H", "H", "H", "H"],
  "xyz": [[1.21, 2.91, 0.59], [0.42, 1.92, 0.18], [0.92, 0.57, -0.25], [0.45, -0.57, 0.68], [-0.78, -1.37, 0.22], [-0.53, -2.14, -1.08], [-1.98, -0.54, 0.07], [0.80, 3.87, 0.88], [2.29, 2.80, 0.63], [-0.66, 2.09, 0.16], [2.02, 0.57, -0.25], [0.62, 0.39, -1.28], [0.27, -0.18, 1.69], [1.28, -1.28, 0.78], [-0.99, -2.11, 1.00], [-1.37, -2.82, -1.29], [-0.40, -1.48, -1.94], [0.37, -2.76, -0.99], [-2.11, 0.02, 0.91], [-1.85, 0.11, -0.70]],
  "mulliken_charge": [-0.786, -0.106, -0.518, -0.742, 0.228, -1.360, -0.689, 0.259, 0.271, 0.194, 0.308, 0.270, 0.387, 0.386, 0.309, 0.357, 0.313, 0.346, 0.295, 0.280],
  "multiplicity": 1,
  "e_homo_ev": -9.2
}



three:
{
  "formula": "C6H13N",
  "method": "ωB97M-V/def2-TZVPD",
  "elements": ["C", "C", "C", "C", "C", "C", "N", "H", "H", "H", "H", "H", "H", "H", "H", "H", "H", "H", "H", "H"],
  "xyz": [[-0.56, -1.82, -0.62], [-0.14, -0.63, -0.12], [-1.24, 0.33, 0.28], [-1.64, 0.22, 1.78], [1.32, -0.32, 0.11], [1.71, 1.00, -0.59], [1.16, 1.16, -1.93], [0.25, -2.45, -0.96], [-1.45, -2.29, -0.23], [-1.01, 1.39, 0.04], [-2.14, 0.05, -0.26], [-2.62, 0.60, 2.09], [-0.84, 0.60, 2.42], [-1.71, -0.86, 1.92], [1.58, -0.32, 1.18], [1.89, -1.19, -0.26], [1.30, 1.73, 0.11], [2.79, 1.18, -0.65], [1.15, 0.30, -2.47], [0.17, 1.34, -1.84]],
  "mulliken_charge": [-1.013, 0.637, -0.611, -1.160, -0.700, -0.706, -0.675, 0.316, 0.334, 0.308, 0.335, 0.363, 0.290, 0.305, 0.325, 0.365, 0.312, 0.368, 0.276, 0.331],
  "multiplicity": 1,
  "e_homo_ev": -9.1
}



two ends up most stable, edging out the next structure by 16.6 kcal/mol.



one:
{
  "formula": "C6H13N",
  "method": "ωB97M-V/def2-TZVPD",
  "elements": ["C", "C", "N", "C", "C", "C", "C", "H", "H", "H", "H", "H", "H", "H", "H", "H", "H", "H", "H", "H"],
  "xyz": [[-1.37, -2.07, 0.90], [-0.81, -1.39, -0.37], [0.24, -0.38, -0.15], [0.49, 0.42, -1.32], [1.52, 1.41, -0.78], [0.92, 1.80, 0.56], [-0.02, 0.58, 0.93], [-1.45, -3.12, 0.64], [-0.65, -1.90, 1.70], [-2.36, -1.73, 1.18], [-1.67, -1.05, -0.97], [-0.31, -2.12, -1.01], [0.82, -0.20, -2.16], [-0.41, 0.94, -1.69], [2.47, 0.91, -0.61], [1.67, 2.20, -1.53], [1.58, 1.96, 1.41], [0.26, 2.67, 0.46], [0.12, 0.05, 1.87], [-1.03, 1.02, 0.94]],
  "mulliken_charge": [-1.121, -0.440, -0.111, -0.729, -0.597, -0.548, -0.634, 0.342, 0.324, 0.298, 0.301, 0.390, 0.405, 0.347, 0.254, 0.372, 0.292, 0.260, 0.367, 0.228],
  "multiplicity": 1,
  "e_homo_ev": -8.5
}



two:
{
  "formula": "C6H13N",
  "method": "ωB97M-V/def2-TZVPD",
  "elements": ["C", "C", "C", "C", "C", "N", "C", "H", "H", "H", "H", "H", "H", "H", "H", "H", "H", "H", "H", "H"],
  "xyz": [[-1.58, -1.23, -0.13], [-0.39, -0.61, -0.39], [0.65, -0.26, 0.60], [0.10, 0.27, 1.96], [-0.32, 1.73, 1.67], [-0.19, -0.19, -1.71], [1.04, -0.45, -2.42], [-2.20, -1.36, -1.00], [-1.74, -1.35, 0.93], [1.09, -1.31, 0.77], [1.58, 0.27, 0.42], [0.83, 0.03, 2.74], [-0.83, -0.25, 2.14], [-1.22, 1.63, 1.11], [-0.36, 2.31, 2.59], [0.41, 2.35, 1.13], [-0.95, 0.07, -2.31], [1.98, -0.55, -1.91], [1.10, 0.31, -3.20], [1.00, -1.42, -2.99]],
  "mulliken_charge": [-1.131, 0.481, -0.583, -0.469, -1.095, -0.206, -0.948, 0.340, 0.277, 0.318, 0.326, 0.360, 0.210, 0.303, 0.363, 0.297, 0.243, 0.303, 0.330, 0.283],
  "multiplicity": 1,
  "e_homo_ev": -7.8
}



one ends up most stable, edging out the next structure by 29.6 kcal/mol.